No. 1
The following is a quantum chemistry calculation of C20H15AuBrN4O3S as an isolated structure, from OMol25.

Geometry as ORCA input:
```
! RIJCOSX wB97M-V def2-TZVPD def2/J DEFGRID3
* xyz 3 3
Au -0.040 -0.318 -0.316
O 3.089 -1.957 -1.655
S 2.926 -0.565 -1.452
O 3.984 0.372 -1.369
N 1.947 -0.391 -0.043
C 2.360 -0.433 1.226
C 3.707 -0.554 1.660
C 3.979 -0.568 3.014
C 2.964 -0.451 3.959
C 1.595 -0.321 3.571
C 0.523 -0.186 4.476
C -0.758 -0.057 3.985
C -0.975 -0.075 2.609
N 0.029 -0.210 1.745
C 1.304 -0.322 2.208
C 1.632 0.049 -2.509
C 1.834 1.140 -3.296
C 0.767 1.570 -4.108
C -0.480 0.936 -4.095
C -0.680 -0.160 -3.292
C 0.365 -0.637 -2.428
H 4.507 -0.628 0.935
H 5.004 -0.666 3.347
H 3.207 -0.457 5.015
H 0.709 -0.180 5.544
H -1.606 0.056 4.646
H -1.973 0.025 2.202
H 2.790 1.650 -3.303
H 0.921 2.418 -4.767
H -1.262 1.283 -4.757
H -1.611 -0.712 -3.335
H 0.418 -1.728 -2.315
O -0.538 3.372 -0.176
N 0.265 2.578 -0.041
Br -6.674 -0.394 -0.864
C -4.831 -0.368 -0.715
C -4.101 0.772 -1.062
C -2.733 0.759 -0.945
N -2.068 -0.326 -0.490
C -2.766 -1.435 -0.153
C -4.134 -1.487 -0.252
H -4.599 1.663 -1.419
H -2.142 1.627 -1.204
H -2.198 -2.289 0.194
H -4.656 -2.393 0.024
*
```

Expectation value of S²: 2.032
Gap between HOMO and LUMO (alpha / beta) in Eh: 0.1952 / 0.2165
Lowest unoccupied orbital energy (alpha / beta) in eV: -12.228 / -12.359
Relative energy (zero: lowest compared OMol25 entry of this formula, charge and spin) in eV: 0.000



No. 2
The following is a quantum chemistry calculation of one molecule with the formula C6H10S in a non-equilibrium geometry, from OMol25.

Geometry as ORCA input:
```
! RIJCOSX wB97M-V def2-TZVPD def2/J DEFGRID3
* xyz 0 1
C -1.841 -0.468 0.446
C -0.487 0.144 0.473
C 0.764 -0.728 -0.181
C 0.674 -2.028 -0.924
S 2.182 0.252 -0.142
C 1.174 1.782 -0.160
C 0.010 1.502 0.799
H -2.611 0.204 0.858
H -1.834 -1.371 1.048
H -2.166 -0.761 -0.538
H -0.360 -1.917 -1.187
H 0.866 -2.981 -0.310
H 1.419 -1.896 -1.684
H 0.690 1.803 -1.263
H 1.657 2.706 0.138
H -0.670 2.346 0.771
H 0.534 1.412 1.858
*
```

SMILES: CC1=C(C)SCC1
Gap between HOMO and LUMO (alpha / beta) in Eh: 0.2911 / 0.2912
Lowest unoccupied orbital energy (alpha / beta) in eV: 0.944 / 0.944
Relative energy (zero: lowest compared OMol25 entry of this formula, charge and spin) in eV: 3.082



No. 3
The following is a quantum chemistry calculation of C11H34BaF3O9 as an isolated structure in a non-equilibrium geometry, from OMol25.

Geometry as ORCA input:
```
! RIJCOSX wB97M-V def2-TZVPD def2/J DEFGRID3
* xyz 1 1
Ba -26.769 -27.071 -17.859
C -29.299 -28.882 -15.103
O -28.273 -29.585 -14.426
O -28.745 -28.005 -16.068
C -30.441 -29.928 -15.440
F -30.016 -30.900 -16.232
F -30.961 -30.443 -14.276
F -31.459 -29.258 -16.007
C -28.011 -29.446 -13.024
C -26.719 -30.261 -12.722
H -25.852 -29.903 -13.277
H -26.518 -30.220 -11.652
H -26.816 -31.327 -12.927
H -28.876 -29.823 -12.478
H -27.818 -28.410 -12.743
H -29.728 -28.187 -14.382
C -27.141 -25.859 -21.475
O -26.406 -25.883 -20.299
H -26.482 -26.138 -22.297
H -27.938 -26.602 -21.431
H -27.496 -24.851 -21.687
H -25.707 -25.237 -20.423
C -25.293 -26.723 -14.284
O -25.539 -26.149 -15.544
H -25.501 -25.901 -13.599
H -25.955 -27.579 -14.149
H -24.247 -26.969 -14.105
H -24.938 -25.401 -15.572
C -26.739 -23.129 -17.053
O -26.225 -24.211 -17.823
H -26.239 -22.203 -17.337
H -27.815 -22.971 -17.127
H -26.440 -23.295 -16.018
H -25.291 -24.025 -17.946
C -25.381 -30.643 -16.256
O -26.069 -29.420 -16.374
H -24.868 -30.897 -17.183
H -24.744 -30.713 -15.374
H -26.000 -31.525 -16.088
H -26.629 -29.229 -15.618
C -29.800 -24.760 -19.016
O -29.350 -26.018 -18.558
H -30.628 -24.417 -18.396
H -28.972 -24.051 -19.008
H -30.087 -24.806 -20.067
H -30.126 -26.570 -18.678
C -22.870 -27.040 -17.951
O -24.103 -26.387 -17.967
H -22.349 -26.962 -16.996
H -23.072 -28.103 -18.086
H -22.198 -26.776 -18.768
H -23.890 -25.474 -18.173
C -28.817 -29.752 -19.008
O -28.111 -28.673 -19.610
H -29.712 -29.426 -18.478
H -29.147 -30.497 -19.732
H -28.230 -30.232 -18.224
H -28.366 -28.647 -20.535
*
```

Gap between HOMO and LUMO in Eh: 0.2511
Lowest unoccupied orbital energy in eV: -3.282
Relative energy (zero: lowest compared OMol25 entry of this formula, charge and spin) in eV: 0.000



No. 4
The following is a quantum chemistry calculation of a 5-piece molecular cluster, C36H67N6O3 overall in a non-equilibrium geometry, from OMol25.

Geometry as ORCA input:
```
! RIJCOSX wB97M-V def2-TZVPD def2/J DEFGRID3
* xyz -1 1
C -0.224 4.604 -4.055
C -1.163 4.065 -5.110
C -2.627 3.345 -4.738
C -2.308 1.753 -4.334
C -2.139 1.757 -2.689
C -3.553 1.823 -1.862
C -3.873 3.330 -1.212
C -5.174 3.991 -2.020
N -4.981 5.486 -2.312
N -3.487 0.957 -4.841
C -3.339 -0.532 -4.635
C -4.326 -1.182 -3.494
C -3.310 -1.797 -2.318
C -4.088 -2.239 -0.946
C -3.599 -1.473 0.417
C -1.963 -1.484 0.662
C -1.627 -0.229 1.650
C -1.155 -0.603 3.166
C -1.713 -2.018 3.766
C -0.668 -3.301 3.544
O 0.749 -2.932 3.672
C 1.402 -2.738 2.368
C -0.880 1.409 -5.130
O -0.842 1.159 -6.460
O 0.350 1.340 -4.281
H -0.193 5.732 -3.713
H 0.546 3.884 -3.495
H -0.781 4.156 -6.220
H -3.385 3.409 -5.629
H -3.023 3.927 -3.801
H -1.398 0.899 -2.314
H -1.562 2.771 -2.436
H -4.507 1.546 -2.479
H -3.465 1.103 -0.939
H -4.143 3.226 -0.054
H -2.926 4.037 -1.299
H -5.290 3.486 -3.095
H -6.172 3.784 -1.399
H -5.168 6.066 -1.461
H -3.970 5.620 -2.561
H -3.591 1.156 -5.872
H -2.253 -0.905 -4.416
H -3.655 -1.041 -5.667
H -5.137 -0.456 -3.067
H -4.908 -2.092 -3.992
H -2.850 -2.795 -2.777
H -2.472 -0.992 -2.185
H -5.233 -1.940 -1.103
H -4.111 -3.425 -0.810
H -4.082 -0.394 0.523
H -4.055 -2.098 1.327
H -1.624 -2.538 1.037
H -1.350 -1.291 -0.344
H -0.728 0.383 1.158
H -2.519 0.559 1.718
H -1.590 0.253 3.875
H 0.018 -0.469 3.215
H -2.781 -2.272 3.339
H -1.826 -1.904 4.925
H -0.882 -3.905 2.563
H -0.903 -4.041 4.443
H 2.543 -3.081 2.425
H 1.456 -1.595 2.026
H 0.911 -3.313 1.475
C 3.469 -2.693 5.850
C 4.661 -2.333 4.969
C 5.960 -2.174 5.760
C 5.807 -1.058 6.781
N 5.679 -0.132 7.628
H 3.253 -1.905 6.579
H 2.571 -2.824 5.240
H 3.652 -3.627 6.395
H 4.436 -1.403 4.431
H 4.795 -3.116 4.215
H 6.785 -1.930 5.083
H 6.211 -3.105 6.279
C -3.305 -7.371 -1.337
C -2.113 -7.011 -2.219
C -0.814 -6.852 -1.427
C -0.968 -5.736 -0.407
N -1.095 -4.810 0.440
H -3.521 -6.583 -0.608
H -4.204 -7.502 -1.948
H -3.122 -8.304 -0.793
H -2.338 -6.081 -2.756
H -1.980 -7.794 -2.973
H 0.011 -6.608 -2.105
H -0.563 -7.783 -0.908
C 7.749 1.536 9.635
C 7.027 2.556 10.509
C 7.986 3.487 11.252
C 8.886 2.673 12.167
N 9.633 1.998 12.926
H 8.377 0.866 10.231
H 7.025 0.912 9.101
H 8.383 2.034 8.892
H 6.394 2.022 11.228
H 6.361 3.156 9.878
H 7.420 4.207 11.853
H 8.604 4.048 10.544
C 1.877 4.789 -9.722
C 2.398 3.554 -8.994
C 1.800 3.391 -7.595
C 2.156 4.597 -6.741
N 2.451 5.597 -6.033
H 2.147 5.711 -9.198
H 2.309 4.848 -10.726
H 0.786 4.754 -9.822
H 3.491 3.617 -8.926
H 2.163 2.665 -9.590
H 2.194 2.486 -7.121
H 0.710 3.298 -7.651
*
```

Gap between HOMO and LUMO in Eh: 0.2089
Lowest unoccupied orbital energy in eV: 1.888
Relative energy (zero: lowest compared OMol25 entry of this formula, charge and spin) in eV: 11.326



No. 5
The following is a quantum chemistry calculation of C24H50Cl2O4P2PbSi2 as an isolated structure in a non-equilibrium geometry, from OMol25.

Geometry as ORCA input:
```
! RIJCOSX wB97M-V def2-TZVPD def2/J DEFGRID3
* xyz 0 1
Pb 1.485 0.005 -0.022
C -1.436 -0.011 1.567
C -2.217 1.172 1.393
C -3.478 0.702 0.981
Si -1.553 2.819 2.010
C -3.476 -0.717 0.967
C -2.214 -1.192 1.369
Si -1.546 -2.851 1.951
H 0.571 -0.034 3.042
H -4.318 1.346 0.730
H -4.314 -1.358 0.703
Cl 2.793 0.037 -4.847
C -1.268 -2.723 3.791
C -2.830 -4.127 1.514
C -1.278 2.652 3.847
C -2.839 4.102 1.600
H -3.801 -3.802 1.915
H -2.566 -5.084 1.985
H -2.936 -4.278 0.432
H -0.279 -2.311 4.035
H -1.355 -3.724 4.236
H -2.038 -2.076 4.233
H -3.809 3.767 1.993
H -2.945 4.276 0.521
H -2.577 5.050 2.090
H -2.044 1.990 4.274
H -1.371 3.642 4.315
H -0.287 2.241 4.084
C 0.151 -3.271 1.195
C 0.145 3.257 1.264
P 0.603 -2.698 -0.482
H 0.234 -4.371 1.236
H 0.922 -2.867 1.879
P 0.600 2.714 -0.422
H 0.916 2.841 1.942
H 0.226 4.355 1.327
C 1.981 3.842 -0.999
C -0.852 3.218 -1.479
C -0.850 -3.185 -1.545
C 1.983 -3.818 -1.078
C 3.329 -3.080 -1.126
H 1.696 -4.078 -2.112
C 2.123 -5.108 -0.267
H 2.362 -4.890 0.782
H 2.952 -5.694 -0.685
H 1.227 -5.738 -0.304
H 3.354 -2.307 -1.906
H 4.119 -3.806 -1.361
H 3.577 -2.622 -0.157
H -1.714 -2.725 -1.036
C -1.056 -4.700 -1.624
C -0.728 -2.570 -2.947
H -1.205 -5.172 -0.645
H -0.214 -5.194 -2.128
H -1.956 -4.897 -2.222
H -0.694 -1.473 -2.917
H -1.605 -2.861 -3.540
H 0.169 -2.931 -3.472
H -1.716 2.743 -0.983
C -0.721 2.636 -2.894
C -1.062 4.734 -1.524
H -1.222 5.181 -0.535
H -1.957 4.942 -2.125
H -0.217 5.241 -2.008
H -0.683 1.539 -2.890
H 0.175 3.014 -3.407
H -1.598 2.937 -3.484
C 3.325 3.101 -1.067
C 2.126 5.114 -0.160
H 1.692 4.125 -2.026
H 2.366 4.872 0.883
H 1.233 5.748 -0.183
H 2.958 5.705 -0.566
H 3.575 2.621 -0.109
H 4.117 3.830 -1.288
H 3.345 2.346 -1.864
C 2.264 0.025 -2.909
H 3.222 0.031 -2.378
H 1.671 0.939 -2.797
H 1.685 -0.899 -2.803
O 2.684 -1.250 2.071
Cl 2.745 -0.039 2.962
O 1.309 -0.051 3.792
O 2.678 1.191 2.096
O -0.140 -0.011 1.758
*
```

Gap between HOMO and LUMO (alpha / beta) in Eh: 0.1747 / 0.1747
Lowest unoccupied orbital energy (alpha / beta) in eV: -0.423 / -0.423
Relative energy (zero: lowest compared OMol25 entry of this formula, charge and spin) in eV: 0.221



No. 6
The following is a quantum chemistry calculation of one molecule with the formula C4H8O3 in a non-equilibrium geometry, from OMol25.

Geometry as ORCA input:
```
! RIJCOSX wB97M-V def2-TZVPD def2/J DEFGRID3
* xyz 0 1
O -1.144 1.470 0.781
C -0.151 0.865 0.428
C 0.933 0.530 1.426
O 0.655 1.060 2.683
C 0.000 0.347 -0.980
C -0.757 -0.943 -1.158
O -0.148 -2.057 -0.543
H 1.018 -0.572 1.442
H 1.890 0.917 1.042
H -0.226 1.464 2.614
H -0.451 1.051 -1.680
H 1.055 0.177 -1.226
H -1.825 -0.891 -0.959
H -0.691 -1.215 -2.316
H -0.159 -2.203 -1.555
*
```

SMILES: O=C(CO)CCO
Gap between HOMO and LUMO in Eh: 0.3941
Lowest unoccupied orbital energy in eV: 0.443
Relative energy (zero: lowest compared OMol25 entry of this formula, charge and spin) in eV: 3.002



It is found that the molecular weight values, taken in the order of the records, are 668.30, 114.21, 504.71, 631.97, 798.89, 104.10 g mol⁻¹.